# 1
Below is a cluster of 5 separate species, C15H33BN4O11 in total, with properties calculated with ωB97M-V with the def2-TZVPD basis set.

Summary:
HOMO (eV): -9.35
DFT total energy (hartree): -1662.907624
Structure (SMILES): O=C(O)COC(=O)OB(O)O.CNC(C)=O.CNC(C)=O.CNC(C)=O.CNC(C)=O
HOMO-LUMO gap (eV): 9.5605

Cartesian coordinates (Å):
O (-0.93, 0.13, 2.76)
C (-2.04, 0.92, 2.70)
O (-3.02, 0.64, 1.65)
C (-2.16, 2.07, 3.87)
O (-2.86, 1.62, 5.09)
C (-2.12, 0.57, 5.80)
O (-2.11, -0.75, 5.45)
O (-1.37, 0.97, 7.01)
B (0.09, 0.95, 6.79)
O (0.75, 0.63, 5.48)
O (1.04, 1.30, 7.91)
H (-2.59, 0.00, 1.02)
H (-2.82, 2.96, 3.43)
H (-1.08, 2.48, 4.06)
H (1.34, 1.44, 5.33)
H (0.94, 0.55, 8.57)
C (-0.16, -2.26, -0.66)
C (-0.06, -0.77, -0.86)
O (-0.97, -0.01, -0.55)
N (1.09, -0.28, -1.41)
C (2.26, -1.01, -1.83)
H (-1.13, -2.50, -0.22)
H (-0.08, -2.77, -1.62)
H (0.62, -2.60, 0.03)
H (1.09, 0.73, -1.51)
H (3.12, -0.64, -1.26)
H (2.42, -0.82, -2.89)
H (2.16, -2.09, -1.67)
C (-2.44, 3.24, -0.09)
C (-2.20, 4.72, -0.23)
O (-1.10, 5.22, -0.04)
N (-3.26, 5.51, -0.57)
C (-4.63, 5.11, -0.83)
H (-1.51, 2.74, 0.18)
H (-3.18, 3.05, 0.69)
H (-2.79, 2.83, -1.04)
H (-3.02, 6.49, -0.64)
H (-4.88, 5.41, -1.85)
H (-5.27, 5.63, -0.12)
H (-4.77, 4.03, -0.72)
C (6.23, -0.39, -0.23)
C (6.63, -0.52, -1.67)
O (6.61, -1.60, -2.26)
N (7.03, 0.60, -2.33)
C (7.12, 1.95, -1.82)
H (5.93, -1.37, 0.16)
H (7.07, -0.02, 0.36)
H (5.37, 0.29, -0.14)
H (7.28, 0.44, -3.30)
H (6.47, 2.59, -2.43)
H (8.16, 2.28, -1.93)
H (6.83, 2.02, -0.77)
C (-1.95, -6.40, -3.06)
C (-1.71, -4.92, -3.19)
O (-0.60, -4.42, -3.01)
N (-2.76, -4.13, -3.54)
C (-4.13, -4.53, -3.79)
H (-1.01, -6.90, -2.78)
H (-2.68, -6.59, -2.27)
H (-2.29, -6.82, -4.01)
H (-2.53, -3.15, -3.61)
H (-4.38, -4.23, -4.81)
H (-4.77, -4.01, -3.09)
H (-4.27, -5.61, -3.69)

---

# 2
Below is a cluster of 3 separate species, C15H33FNO3S in total, with properties calculated with ωB97M-V with the def2-TZVPD basis set.

Summary:
HOMO (spin up / spin down) (eV): -8.87 / -9.19
DFT total energy (hartree): -1369.572208
Spin multiplicity: 2
⟨S²⟩: 0.7546
HOMO-LUMO gap (spin up / spin down) (eV): 9.4150 / 8.9863

Cartesian coordinates (Å):
C (0.82, -1.39, -0.97)
C (-0.47, -0.81, -0.07)
C (-0.55, -1.85, 1.24)
C (-1.78, -0.97, -1.03)
C (-3.08, -0.07, -0.60)
S (-4.16, 0.05, -2.17)
C (-4.02, -0.70, 0.58)
C (-5.19, -1.73, 0.06)
F (-5.77, -2.42, 1.28)
C (-2.54, 1.45, -0.33)
C (-1.27, 1.45, 0.72)
C (-1.76, 1.20, 2.29)
C (-0.70, 3.03, 0.72)
N (-0.10, 0.60, 0.31)
O (0.68, 1.19, -0.62)
H (0.67, -2.55, -1.04)
H (1.85, -1.14, -0.47)
H (0.76, -0.97, -2.08)
H (-0.27, -1.26, 2.24)
H (-1.57, -2.41, 1.30)
H (0.30, -2.68, 1.12)
H (-1.50, -0.77, -2.17)
H (-2.13, -2.11, -0.94)
H (-3.25, 0.58, -3.13)
H (-3.43, -1.24, 1.44)
H (-4.58, 0.22, 1.09)
H (-6.12, -1.20, -0.45)
H (-4.72, -2.58, -0.59)
H (-2.15, 1.90, -1.36)
H (-3.45, 2.12, 0.01)
H (-2.09, 0.10, 2.51)
H (-2.76, 1.86, 2.40)
H (-0.98, 1.65, 3.04)
H (0.28, 3.04, 1.35)
H (-0.60, 3.47, -0.36)
H (-1.51, 3.68, 1.30)
C (3.18, 3.54, 0.23)
C (3.37, 4.90, 0.88)
O (2.92, 4.86, 2.22)
H (2.13, 3.25, 0.25)
H (3.52, 3.55, -0.81)
H (3.74, 2.77, 0.78)
H (2.80, 5.66, 0.35)
H (4.43, 5.19, 0.87)
H (3.44, 4.19, 2.69)
C (5.00, -4.39, -1.36)
C (3.51, -4.25, -1.62)
O (3.14, -2.88, -1.56)
H (5.25, -3.99, -0.37)
H (5.30, -5.44, -1.40)
H (5.58, -3.83, -2.09)
H (2.93, -4.80, -0.88)
H (3.25, -4.64, -2.61)
H (3.65, -2.40, -2.24)

---

# 3
Below is the ion C15H33N5O3 with charge +2, with properties calculated with ωB97M-V with the def2-TZVPD basis set.

Summary:
HOMO (eV): -14.09
DFT total energy (hartree): -1090.396428
Structure (SMILES): CNC(=O)[C@@H](CCCC[NH3+])NC(=O)[C@@H](CCCC[NH3+])NC(C)=O
Total charge: +2
HOMO-LUMO gap (eV): 8.9894

Cartesian coordinates (Å):
O (-0.88, -1.04, -1.17)
O (2.53, -1.53, 3.83)
O (0.83, 1.87, 1.86)
C (-0.57, -0.07, -1.84)
C (1.70, -1.49, 2.93)
C (0.40, 1.07, 1.06)
N (0.62, -2.28, 3.06)
N (0.94, -0.12, 0.87)
N (-0.54, 1.15, -1.32)
C (-0.10, -0.22, -3.30)
C (-0.29, -2.69, 1.99)
C (4.07, -2.29, 1.25)
C (-2.59, 3.27, -0.32)
C (5.21, -1.36, 1.74)
C (-3.06, 4.71, -0.02)
C (2.88, -1.60, 0.66)
C (-1.23, 2.89, 0.32)
C (6.01, -1.95, 2.90)
C (-4.46, 4.93, -0.62)
C (2.07, -0.72, 1.66)
C (-0.78, 1.44, 0.12)
N (5.23, -1.98, 4.14)
N (-4.48, 4.91, -2.12)
H (0.48, -2.64, 3.99)
H (0.52, -0.74, 0.17)
H (-0.17, 1.89, -1.88)
H (1.00, -0.13, -3.37)
H (-0.38, -1.24, -3.64)
H (-0.66, 0.51, -3.92)
H (0.22, -2.97, 1.04)
H (-0.81, -3.63, 2.35)
H (-1.06, -1.91, 1.79)
H (4.50, -3.04, 0.56)
H (3.75, -2.89, 2.09)
H (-2.53, 3.04, -1.40)
H (-3.36, 2.60, 0.06)
H (4.79, -0.39, 2.04)
H (5.89, -1.16, 0.90)
H (-3.11, 4.86, 1.06)
H (-2.34, 5.46, -0.41)
H (3.16, -0.93, -0.13)
H (2.25, -2.40, 0.20)
H (-1.33, 3.08, 1.37)
H (-0.44, 3.56, -0.07)
H (6.94, -1.37, 3.06)
H (6.37, -2.95, 2.63)
H (-4.81, 5.86, -0.23)
H (-5.17, 4.17, -0.21)
H (2.71, 0.08, 2.04)
H (-1.65, 0.83, 0.43)
H (4.28, -2.32, 4.02)
H (5.09, -1.05, 4.49)
H (5.66, -2.60, 4.83)
H (-3.93, 5.68, -2.46)
H (-4.10, 4.07, -2.50)
H (-5.42, 5.07, -2.48)

---

# 4
Below is a cluster of 2 separate species, C15H34F2NO7PS in total, with properties calculated with ωB97M-V with the def2-TZVPD basis set.

Summary:
HOMO (eV): -9.62
DFT total energy (hartree): -2112.605853
Structure (SMILES): CC[C@H](F)N(CCCCCOC)S(=O)(=O)F.CCOP(=O)(OCC)OCC
HOMO-LUMO gap (eV): 9.1942
ΔE to the lowest compared entry with this formula, charge and spin (eV): 0.000

Cartesian coordinates (Å):
C (4.58, -0.85, 2.66)
C (3.60, -1.56, 3.64)
C (2.17, -1.49, 3.06)
F (2.26, -1.94, 1.76)
N (1.73, -0.06, 3.19)
C (0.76, 0.39, 2.14)
C (1.48, 1.41, 1.23)
C (1.97, 0.82, -0.11)
C (2.87, 1.75, -0.94)
C (2.45, 3.25, -0.96)
O (3.45, 4.00, -0.27)
C (3.96, 5.08, -1.04)
S (0.90, 0.16, 4.64)
O (-0.32, -0.56, 4.68)
O (0.80, 1.54, 4.92)
F (1.82, -0.46, 5.77)
H (5.58, -0.91, 3.11)
H (4.24, 0.18, 2.57)
H (4.60, -1.33, 1.67)
H (3.68, -1.01, 4.58)
H (3.87, -2.61, 3.81)
H (1.50, -2.11, 3.67)
H (-0.05, 0.95, 2.63)
H (0.26, -0.42, 1.60)
H (2.36, 1.76, 1.79)
H (0.86, 2.31, 1.11)
H (1.09, 0.45, -0.66)
H (2.58, -0.06, 0.16)
H (3.93, 1.69, -0.66)
H (2.82, 1.40, -1.98)
H (2.37, 3.56, -2.02)
H (1.47, 3.44, -0.51)
H (3.33, 5.97, -0.90)
H (4.97, 5.30, -0.65)
H (4.09, 4.83, -2.10)
O (-2.21, -0.39, -0.88)
P (-3.31, -0.96, -1.73)
O (-4.56, -0.98, -0.68)
C (-5.17, 0.26, -0.32)
C (-6.07, 0.79, -1.42)
O (-2.89, -2.55, -1.65)
C (-1.52, -2.91, -1.45)
C (-1.23, -3.20, 0.00)
O (-4.29, -1.28, -3.03)
C (-3.76, -1.07, -4.35)
C (-2.78, -2.16, -4.76)
H (-4.41, 0.99, -0.05)
H (-5.77, 0.06, 0.57)
H (-5.48, 1.09, -2.29)
H (-6.62, 1.67, -1.08)
H (-6.77, 0.03, -1.75)
H (-0.85, -2.14, -1.82)
H (-1.35, -3.80, -2.06)
H (-1.51, -2.36, 0.63)
H (-0.17, -3.41, 0.14)
H (-1.80, -4.07, 0.34)
H (-3.29, -0.09, -4.40)
H (-4.61, -1.07, -5.03)
H (-1.84, -2.07, -4.20)
H (-2.54, -2.08, -5.82)
H (-3.19, -3.15, -4.55)